15
Properties=species:S:1:pos:R:3:mulliken_charge:R:1 method="wB97M-V/def2-TZVPD" smiles="CC1(C)C=NSN1" relative_energy_kcal_mol=55.3 orbital_gap_ev=8.5 lumo_ha=0.0286 total_energy_ha=-664.84460
C -0.40 -0.97 1.03 -1.518
C 0.00 0.05 -0.12 1.363
C 0.40 -0.65 -1.44 -1.543
C -1.08 1.13 -0.17 -0.493
N -0.83 2.19 0.50 -0.471
S 0.70 2.24 1.16 0.038
N 1.16 0.73 0.35 -0.551
H 0.26 -1.88 0.98 0.352
H -1.42 -1.17 0.82 0.404
H -0.30 -0.44 1.93 0.422
H 1.40 -1.12 -1.41 0.340
H 0.47 -0.03 -2.26 0.455
H -0.27 -1.50 -1.61 0.335
H -1.92 1.07 -0.70 0.550
H 1.83 0.36 0.96 0.317